No. 1
14
Properties=species:S:1:pos:R:3 method="wB97M-V/def2-TZVPD" de_lowest_kj_mol=282.4 lumo_ev=-0.2592 charge=0 gap_ev=9.02 smiles="C=NC=O.C=CO"
C 0.166 -1.127 -1.044
N 1.050 -1.244 -0.131
C 1.988 -0.186 -0.069
O 1.817 0.922 -0.520
H 0.193 -0.341 -1.804
H -0.657 -1.843 -1.075
H 2.883 -0.447 0.515
C -0.834 1.437 0.288
C -1.516 0.314 0.495
O -1.326 -0.579 1.511
H -1.012 2.037 -0.598
H -0.054 1.776 0.963
H -2.320 0.003 -0.172
H -0.377 -0.723 1.642

No. 2
117
Properties=species:S:1:pos:R:3 method="wB97M-V/def2-TZVPD" de_lowest_kj_mol=232.2 lumo_ev="-0.2240 / -0.3907" spin_multiplicity=2 charge=0 gap_ev="6.30 / 6.64"
Sn -0.023 -1.550 0.624
O 5.453 1.593 -2.227
C 4.365 1.034 -1.637
C 4.288 -0.226 -1.091
C 3.100 -0.689 -0.580
N 1.877 -0.070 -0.767
C 1.912 1.012 -1.446
C 3.080 1.869 -1.735
C 0.758 2.940 -1.756
O 0.322 3.673 -2.594
O 0.748 1.609 -1.859
C 3.070 -2.019 0.086
O 4.103 -2.648 0.266
O 1.883 -2.448 0.466
H 6.247 1.116 -1.995
H 5.165 -0.823 -0.896
H 2.979 2.373 -2.707
C 4.718 2.534 1.226
C 3.329 2.592 0.718
C 3.001 3.087 -0.717
C 1.507 3.411 -0.497
N 1.214 2.534 0.702
N 2.349 2.237 1.418
B -0.085 2.369 1.389
N 0.235 1.294 2.500
C 0.529 1.676 3.747
C 1.315 0.736 4.355
C 1.409 -0.292 3.383
C 2.342 -1.435 3.378
N 0.768 0.059 2.256
N -1.261 1.900 0.488
C -1.895 2.736 -0.423
C -2.995 2.049 -0.883
C -2.946 0.837 -0.270
C -3.791 -0.369 -0.472
N -1.877 0.711 0.544
N -0.669 3.612 2.075
C -1.961 3.867 2.427
C -1.996 4.974 3.247
C -0.639 5.410 3.268
C -0.030 6.591 4.014
N 0.171 4.556 2.554
H 5.204 3.455 0.965
H 4.692 2.462 2.303
H 5.281 1.589 0.980
H 3.656 3.951 -0.956
H 1.293 4.460 -0.451
H 0.356 2.665 4.127
H 1.757 0.827 5.333
H 3.139 -1.219 2.680
H 2.764 -1.635 4.355
H 1.843 -2.334 3.032
H -1.522 3.742 -0.638
H -3.816 2.488 -1.489
H -4.091 -0.472 -1.467
H -3.163 -1.237 -0.293
H -4.719 -0.386 0.131
H -2.759 3.277 2.007
H -2.824 5.483 3.718
H 0.923 6.781 3.528
H -0.557 7.568 4.004
H -0.018 6.254 5.045
C -3.644 -2.915 -7.309
C -2.227 -2.905 -7.296
C -1.614 -2.290 -6.198
C -2.341 -1.878 -5.083
C -3.760 -1.986 -5.104
C -4.377 -2.504 -6.209
As -1.471 -1.141 -3.499
C 0.125 -0.309 -4.174
C 0.162 0.909 -4.803
C 1.385 1.507 -5.107
C 2.549 0.907 -4.668
C 2.530 -0.278 -3.942
C 1.308 -0.929 -3.756
C 1.141 -2.266 -3.121
C 2.110 -3.211 -2.728
C 1.728 -4.430 -2.207
C 0.378 -4.697 -2.052
C -0.605 -3.754 -2.463
C -0.208 -2.566 -3.007
H -4.256 -3.357 -8.141
H -1.765 -3.304 -8.171
H -0.550 -2.108 -6.222
H -4.395 -1.679 -4.265
H -5.462 -2.514 -6.237
H -0.772 1.452 -5.053
H 1.361 2.487 -5.600
H 3.507 1.404 -4.798
H 3.453 -0.699 -3.513
H 3.170 -2.915 -2.910
H 2.463 -5.155 -1.912
H 0.081 -5.610 -1.603
H -1.621 -3.927 -2.222
C -3.815 -1.768 2.796
N -3.109 -1.037 3.880
C -3.682 0.302 3.972
C -1.631 -1.057 3.847
C -1.110 -2.472 3.741
C -1.332 -3.265 4.863
C -0.822 -4.575 4.858
C -0.208 -5.061 3.721
C -0.085 -4.233 2.599
C -0.429 -2.861 2.617
H -4.933 -1.614 2.748
H -3.564 -2.801 2.943
H -3.452 -1.476 1.857
H -3.378 -1.513 4.760
H -3.530 0.742 3.027
H -3.296 0.862 4.788
H -4.760 0.244 4.135
H -1.323 -0.642 4.791
H -1.296 -0.417 3.039
H -1.877 -2.896 5.727
H -0.864 -5.269 5.733
H 0.233 -6.020 3.710
H 0.374 -4.653 1.729

No. 3
19
Properties=species:S:1:pos:R:3 method="wB97M-V/def2-TZVPD" de_lowest_kj_mol=169.2 lumo_ev=3.7451 charge=-1 gap_ev=7.21
C -0.382 -1.750 -2.332
C -0.603 -0.435 -2.727
C -0.230 -2.015 -0.998
C -0.692 0.567 -1.847
C -0.185 -1.011 -0.056
C -0.434 0.298 -0.515
N 1.665 0.767 2.599
N -0.272 1.319 0.432
O -0.702 -0.101 3.366
O -0.106 2.377 3.542
P 0.009 1.066 2.894
H -0.540 -2.703 -3.023
H -0.794 -0.111 -3.707
H 0.165 -2.907 -0.533
H -0.848 1.561 -2.303
H 0.279 -1.208 0.860
H 2.166 1.745 2.629
H 1.793 0.293 1.615
H -0.289 2.251 0.105

No. 4
20
Properties=species:S:1:pos:R:3 method="wB97M-V/def2-TZVPD" de_lowest_kj_mol=530.4 lumo_ev=-0.6957 charge=0 gap_ev=8.25
C 2.470 -1.581 1.856
C 1.214 0.120 0.600
C 0.918 1.531 0.479
C -0.265 1.944 -0.178
C -1.184 1.068 -0.718
C -2.192 1.400 -1.952
C -0.937 -0.311 -0.428
C 0.127 -0.776 0.236
H 3.299 -1.735 2.443
H 2.859 -2.280 1.118
H 1.555 -1.991 2.427
H 1.561 2.409 0.702
H -0.527 2.941 -0.198
H -3.023 -0.275 -1.649
H -1.716 -2.076 0.025
H 0.428 -1.880 -0.141
O 2.334 -0.238 1.328
O -3.031 0.537 -2.577
O -2.247 2.505 -2.311
O -1.640 -1.312 -1.062

No. 5
74
Properties=species:S:1:pos:R:3 method="wB97M-V/def2-TZVPD" lumo_ev=-6.1537 charge=+1 gap_ev=3.34
F -2.006 4.250 -3.310
C -1.902 2.901 -3.281
C -3.039 2.113 -3.309
C -2.942 0.733 -3.268
F -4.059 -0.030 -3.305
C -1.702 0.139 -3.200
C -0.529 0.907 -3.179
C 0.740 0.254 -3.127
C 1.958 0.894 -3.177
C 3.172 0.247 -3.150
C 4.443 0.890 -3.233
C 5.612 0.116 -3.258
C 6.854 0.703 -3.354
F 7.969 -0.065 -3.401
C 6.956 2.083 -3.415
C 5.822 2.877 -3.385
F 5.930 4.226 -3.431
C 4.581 2.285 -3.299
C -0.663 2.304 -3.220
H -4.005 2.577 -3.363
H -1.640 -0.934 -3.197
H 0.741 -0.819 -3.056
H 1.957 1.961 -3.273
H 3.166 -0.827 -3.093
H 5.550 -0.956 -3.211
H 7.925 2.543 -3.486
H 3.721 2.926 -3.270
H 0.201 2.942 -3.200
C 4.715 0.014 1.319
C 3.415 -0.627 1.768
O 2.276 0.019 1.250
C 1.132 -0.626 1.696
C -0.075 -0.043 1.335
P -1.645 -0.714 1.883
C -1.932 -2.302 1.093
C -2.265 -3.413 1.833
C -2.492 -4.617 1.193
C -2.378 -4.700 -0.181
C -2.046 -3.580 -0.918
C -1.816 -2.376 -0.275
C -1.770 -0.842 3.679
C -3.000 -1.117 4.233
C -3.135 -1.183 5.609
C -2.040 -0.962 6.420
C -0.807 -0.697 5.858
C -0.672 -0.646 4.484
C -2.863 0.492 1.339
C -3.863 0.191 0.444
C -4.711 1.192 0.009
C -4.549 2.482 0.473
C -3.556 2.772 1.387
C -2.707 1.771 1.821
O 1.175 -1.650 2.395
H 5.578 -0.388 1.853
H 4.884 -0.145 0.253
H 4.680 1.090 1.492
H 3.346 -1.680 1.462
H 3.308 -0.606 2.861
H -0.083 0.849 0.749
H -2.334 -3.339 2.906
H -2.755 -5.487 1.772
H -2.540 -5.644 -0.677
H -1.968 -3.642 -1.991
H -1.544 -1.494 -0.833
H -3.847 -1.289 3.587
H -4.092 -1.420 6.043
H -2.148 -1.005 7.493
H 0.054 -0.548 6.488
H 0.297 -0.491 4.039
H -3.980 -0.818 0.087
H -5.492 0.960 -0.695
H -5.204 3.264 0.124
H -3.439 3.775 1.761
H -1.924 1.980 2.535

No. 6
15
Properties=species:S:1:pos:R:3 method="wB97M-V/def2-TZVPD" de_lowest_kj_mol=277.4 lumo_ev=-3.5407 charge=+1 gap_ev=12.45
C -1.543 0.022 -0.032
C 3.582 0.103 -0.086
C -4.103 -0.162 0.105
C 2.138 -0.300 -0.137
N -2.698 -0.117 0.107
N 1.180 0.448 0.236
H 3.996 -0.627 0.467
H 3.878 1.085 0.456
H 3.970 -0.079 -1.129
H -4.621 0.452 0.738
H -4.526 0.050 -0.833
H -4.550 -1.210 0.181
H 1.746 -1.216 -0.473
H 0.007 0.183 0.031
H 1.543 1.368 0.369